No. 1
DFT (wB97M-V/def2-TZVPD) results for a structure of composition C28H57CrN7OPSSi.

The relative energy (zero: lowest compared OMol25 entry of this formula, charge and spin) comes out at 0.00 kJ/mol. The HOMO energy (alpha / beta) is -11.67 / -11.28 eV.

ORCA input file:
```
! wB97M-V def2-TZVPD RIJCOSX def2/J DEFGRID3
* xyz 2 2
Cr -0.13 0.03 -0.11
C -2.22 -4.48 1.51
N -1.50 -4.69 0.17
C -2.57 -4.84 -0.93
N -3.43 -3.71 -0.94
C -4.06 -3.54 0.37
N -3.08 -3.36 1.43
C -2.37 -2.08 1.32
P -1.44 -1.91 -0.27
C -0.57 -3.56 -0.15
C -2.78 -2.48 -1.41
H -1.44 -4.34 2.26
H -2.78 -5.39 1.70
H -0.97 -5.56 0.22
H -3.13 -5.74 -0.69
H -2.05 -4.96 -1.87
H -4.65 -4.44 0.58
H -4.73 -2.68 0.34
H -1.66 -1.96 2.14
H -3.09 -1.27 1.41
H 0.20 -3.50 0.62
H -0.07 -3.81 -1.09
H -2.38 -2.64 -2.42
H -3.54 -1.70 -1.50
O -0.38 0.03 1.46
N -0.40 1.45 -7.38
C -0.77 0.34 -6.73
S -1.45 -0.95 -7.47
C -0.58 0.37 -5.24
C -0.34 -0.81 -4.56
C -0.20 -0.78 -3.19
N -0.29 0.33 -2.44
C -0.50 1.46 -3.12
C -0.64 1.53 -4.49
H -0.51 1.46 -8.38
H 0.16 2.17 -6.96
H -0.27 -1.74 -5.11
H 0.03 -1.69 -2.65
H -0.52 2.38 -2.54
H -0.83 2.50 -4.93
N -2.49 3.93 1.75
C -3.45 2.93 1.18
C -2.68 1.67 0.79
N -1.57 1.92 -0.15
C -0.69 2.98 0.37
C -1.41 4.26 0.75
H -2.06 3.55 2.60
H -2.98 4.78 2.03
H -3.93 3.41 0.33
H -4.20 2.71 1.94
H -3.38 0.97 0.34
H -2.25 1.19 1.67
H -1.95 2.16 -1.05
H 0.08 3.21 -0.36
H -0.18 2.56 1.24
H -1.91 4.74 -0.09
H -0.72 4.97 1.21
C 4.71 -1.89 -0.87
C 3.29 -1.44 -1.19
C 2.38 -2.67 -1.12
C 3.25 -1.01 -2.67
Si 2.54 -0.04 -0.03
C 3.04 -0.44 1.82
C 4.53 -0.24 2.11
C 2.69 -1.92 2.07
C 2.27 0.36 2.88
C 3.31 1.71 -0.53
C 3.00 2.76 0.55
C 4.84 1.72 -0.70
C 2.68 2.25 -1.82
H 5.05 -2.61 -1.62
H 4.78 -2.39 0.10
H 5.43 -1.07 -0.87
H 2.66 -3.40 -1.88
H 1.35 -2.36 -1.30
H 2.42 -3.17 -0.15
H 3.50 -1.87 -3.30
H 3.96 -0.23 -2.91
H 2.26 -0.67 -2.97
H 5.19 -0.77 1.43
H 4.75 -0.61 3.12
H 4.81 0.81 2.10
H 3.35 -2.60 1.52
H 1.65 -2.14 1.80
H 2.81 -2.15 3.14
H 2.46 1.43 2.82
H 2.60 0.03 3.87
H 1.19 0.19 2.81
H 3.60 2.61 1.45
H 1.96 2.75 0.86
H 3.24 3.76 0.17
H 5.35 1.36 0.19
H 5.17 2.74 -0.89
H 5.17 1.12 -1.55
H 1.60 2.34 -1.70
H 2.86 1.62 -2.68
H 3.08 3.24 -2.04
*
```



No. 2
DFT (wB97M-V/def2-TZVPD) results for a cluster of 3 separate species, C28H57F10NO2S2 in total.

As for the SMILES: CCCCCCCCCCN(CCCCC(F)(F)C(F)(F)S(F)(F)(F)(F)F)S(=O)(=O)F.CCCCCC.CCCCCC. The HOMO energy is -10.50 eV.

ORCA input file:
```
! wB97M-V def2-TZVPD RIJCOSX def2/J DEFGRID3
* xyz 0 1
C 7.92 -2.11 0.41
C 6.93 -3.29 0.42
C 5.58 -2.80 1.07
C 5.47 -3.43 2.47
C 4.38 -2.83 3.41
C 3.26 -2.05 2.69
C 3.64 -0.56 2.49
C 3.16 0.02 1.12
C 1.95 0.95 1.36
C 0.75 0.07 1.78
N -0.57 0.74 1.51
C -1.59 -0.36 1.53
C -1.97 -0.83 0.12
C -1.43 -2.23 -0.26
C -2.39 -3.39 0.05
C -2.28 -3.94 1.50
F -1.13 -3.56 2.07
F -2.23 -5.28 1.38
C -3.55 -3.50 2.27
F -4.53 -4.26 1.83
F -3.91 -2.27 2.01
S -3.49 -3.69 4.16
F -4.57 -2.54 4.32
F -4.66 -4.75 4.13
F -2.45 -4.86 4.06
F -2.36 -2.59 4.27
F -3.46 -3.84 5.72
S -0.95 1.67 2.88
O -1.19 0.88 4.02
O -2.01 2.51 2.51
F 0.29 2.55 3.21
H 7.41 -1.25 -0.03
H 8.15 -1.85 1.45
H 8.83 -2.32 -0.16
H 7.32 -4.09 1.05
H 6.71 -3.64 -0.59
H 4.74 -3.08 0.43
H 5.65 -1.71 1.10
H 5.33 -4.51 2.31
H 6.43 -3.35 3.00
H 4.89 -2.16 4.10
H 3.96 -3.66 3.97
H 2.97 -2.52 1.75
H 2.40 -2.06 3.37
H 4.73 -0.45 2.54
H 3.25 0.05 3.31
H 3.98 0.59 0.69
H 2.93 -0.79 0.43
H 2.25 1.61 2.17
H 1.69 1.50 0.46
H 0.82 -0.85 1.20
H 0.86 -0.22 2.83
H -1.26 -1.15 2.20
H -2.50 0.05 1.98
H -1.47 -0.14 -0.58
H -3.04 -0.75 -0.10
H -0.41 -2.39 0.10
H -1.34 -2.20 -1.35
H -2.13 -4.21 -0.63
H -3.41 -3.14 -0.21
C 0.38 8.38 -0.20
C 0.84 7.09 -0.88
C -0.28 6.36 -1.62
C -1.44 5.89 -0.74
C -1.04 4.95 0.40
C -0.43 3.64 -0.08
H -0.38 8.19 0.56
H 1.22 8.87 0.29
H -0.03 9.07 -0.93
H 1.29 6.42 -0.13
H 1.63 7.33 -1.59
H 0.15 5.51 -2.15
H -0.68 7.03 -2.39
H -2.17 5.38 -1.38
H -1.96 6.75 -0.32
H -1.94 4.72 0.98
H -0.35 5.45 1.08
H -1.12 3.10 -0.73
H -0.19 3.00 0.77
H 0.50 3.81 -0.63
C -2.12 0.81 -6.45
C -3.53 0.52 -5.96
C -3.64 0.41 -4.43
C -2.83 -0.73 -3.82
C -3.16 -2.13 -4.34
C -4.60 -2.55 -4.06
H -1.43 0.01 -6.18
H -2.10 0.91 -7.53
H -1.74 1.74 -6.02
H -3.91 -0.39 -6.43
H -4.19 1.33 -6.29
H -4.69 0.30 -4.16
H -3.31 1.35 -3.99
H -2.98 -0.72 -2.73
H -1.76 -0.54 -3.97
H -2.49 -2.85 -3.87
H -2.96 -2.18 -5.42
H -4.81 -2.54 -2.99
H -4.78 -3.56 -4.43
H -5.32 -1.89 -4.55
*
```



No. 3
DFT (wB97M-V/def2-TZVPD) results for a cluster of 4 separate species, C28H58BFIO3 in total.

The HOMO energy is -5.04 eV.

ORCA input file:
```
! wB97M-V def2-TZVPD RIJCOSX def2/J DEFGRID3
* xyz -1 1
C -0.99 4.29 0.93
C -0.92 3.68 -0.53
C -0.74 2.12 -0.53
C -1.65 1.44 -1.61
C -0.87 0.84 -2.83
C 0.37 -0.03 -2.42
C 0.45 -1.33 -3.30
C 1.44 -2.38 -2.70
C 0.81 -3.32 -1.62
C -0.63 -3.85 -1.97
C -1.71 -2.89 -1.33
C -2.35 -3.48 -0.03
C -3.70 -2.82 0.39
C -3.66 -1.24 0.42
C -4.19 -0.60 1.73
C -3.21 -0.60 2.96
B -1.73 -1.22 2.70
F -1.04 -0.29 1.75
C -0.79 -1.18 4.06
C 0.72 -1.48 3.73
C 0.88 -2.57 2.63
I 2.96 -3.29 2.52
H -1.96 4.81 1.11
H -0.19 5.05 1.08
H -0.90 3.52 1.72
H -1.83 4.01 -1.07
H -0.06 4.15 -1.05
H -1.11 1.77 0.46
H 0.33 1.84 -0.58
H -2.39 2.18 -1.99
H -2.25 0.62 -1.17
H -0.62 1.66 -3.53
H -1.58 0.15 -3.36
H 0.40 -0.23 -1.33
H 1.26 0.58 -2.69
H -0.56 -1.72 -3.53
H 0.89 -1.01 -4.29
H 1.97 -2.94 -3.51
H 2.24 -1.79 -2.18
H 0.81 -2.76 -0.66
H 1.47 -4.21 -1.55
H -0.74 -4.89 -1.62
H -0.77 -3.82 -3.07
H -2.51 -2.62 -2.05
H -1.16 -1.97 -1.05
H -2.59 -4.56 -0.26
H -1.59 -3.52 0.78
H -4.45 -3.14 -0.37
H -4.08 -3.21 1.36
H -4.38 -0.94 -0.39
H -2.68 -0.84 0.08
H -4.55 0.43 1.52
H -5.11 -1.17 2.03
H -3.11 0.47 3.30
H -3.67 -1.13 3.83
H -1.76 -2.35 2.29
H -0.78 -0.13 4.48
H -1.16 -1.84 4.88
H 1.22 -1.85 4.65
H 1.28 -0.58 3.42
H 0.22 -3.42 2.88
H 0.65 -2.22 1.61
C 1.15 1.95 -7.77
C 0.34 0.94 -7.00
O 0.75 0.46 -5.97
C -1.00 0.55 -7.56
H 2.09 2.14 -7.25
H 1.37 1.57 -8.77
H 0.60 2.89 -7.85
H -0.87 0.11 -8.55
H -1.64 1.43 -7.63
H -1.47 -0.18 -6.90
C 2.68 1.87 0.67
C 3.19 3.00 -0.18
O 2.45 3.67 -0.87
C 4.67 3.27 -0.15
H 1.60 1.79 0.55
H 3.13 0.93 0.36
H 2.90 2.06 1.72
H 5.22 2.39 -0.50
H 4.99 3.52 0.86
H 4.90 4.11 -0.81
C 2.53 2.13 6.52
C 2.98 0.71 6.28
O 3.08 0.26 5.16
C 3.30 -0.13 7.49
H 2.33 2.61 5.56
H 1.61 2.13 7.10
H 3.31 2.68 7.04
H 2.41 -0.23 8.12
H 4.11 0.33 8.05
H 3.61 -1.12 7.17
*
```



Maximum force list, top to bottom, in eV/A: 0.5 2.2 1.7